Entry one
C4H15N2O2 | the ωB97M-V functional and the def2-TZVPD basis

Calculated values
Spin multiplicity   2
Total charge   +2

```
23
C4H15N2O2 the ωB97M-V functional and the def2-TZVPD basis
N 1.53120 0.78881 0.71421
C 0.44070 -0.22064 0.98570
C -0.04978 -0.72104 -0.36793
C 0.89082 -1.71788 -0.99786
O -0.15537 0.48454 -1.09823
C -0.80039 0.43205 1.71786
N -0.52880 1.42315 2.72646
H 1.04766 1.60705 0.32056
H 1.94872 1.14254 1.57744
H 2.24405 0.49647 0.03619
H 0.83957 -1.01785 1.60875
H -1.04802 -1.17338 -0.27407
H 1.90902 -1.33283 -0.98994
H 0.91656 -2.69633 -0.51128
H 0.64089 -1.88808 -2.04973
H -0.59982 0.38170 -1.98003
H -1.20098 -0.40086 2.33543
H -1.57871 0.70286 1.01344
H -0.43164 1.07943 3.69333
H -1.12503 2.26509 2.71029
H -1.97783 -0.60939 -3.66525
H -1.48137 0.82066 -4.09807
O -1.43144 0.15392 -3.40726
```

Entry two
C4H15N2O2 | the ωB97M-V functional and the def2-TZVPD basis

Calculated values
Spin multiplicity   2
Total charge   +2

```
23
C4H15N2O2 the ωB97M-V functional and the def2-TZVPD basis
C -0.05662 0.34163 1.47867
C -0.36822 -1.18644 1.32720
C 0.26331 -1.46234 -0.04593
C 1.55299 -1.77054 -0.16428
N 2.11184 -1.92106 -1.43692
N -0.45319 1.16178 0.21035
H 1.03688 0.43582 1.61373
H -0.84136 0.82093 2.22836
H -0.18735 -1.67621 2.18340
H -1.50872 -1.37709 1.27805
H -0.31958 -1.74000 -0.94904
H 2.16963 -1.45123 0.73956
H 1.64608 -2.52483 -2.13018
H 3.06573 -2.42546 -1.50292
H 0.25768 1.87361 0.07510
H -0.56249 0.60207 -0.69504
H -1.35145 1.62145 0.17688
H 1.74254 2.76937 -1.74659
H 0.80055 1.90816 -2.74747
O 0.95631 2.40351 -1.73987
H -3.05201 1.91821 0.51061
H -3.83356 0.69326 0.44707
O -3.06898 0.98539 0.88925
```

So which one is most stable? That would be entry one, about 159.3 kJ/mol below the next structure.

Entry one
C13H4Cl5F6NO5RhSb | the ωB97M-V functional and the def2-TZVPD basis

Calculated values
Spin multiplicity   6
Total charge   +1

```
36
C13H4Cl5F6NO5RhSb the ωB97M-V functional and the def2-TZVPD basis
Rh 1.28947 -0.36350 -0.58809
Cl 6.77683 3.95344 -0.19037
C 5.25091 3.28426 -0.30788
C 5.12251 1.84734 -0.25933
Cl 6.49309 0.86604 -0.11415
C 3.88255 1.30621 -0.33619
Cl 3.65334 -0.41974 -0.27968
C 2.71128 2.11275 -0.49939
O 1.54951 1.60993 -0.60151
C 2.86343 3.55062 -0.55127
Cl 1.46253 4.46475 -0.72738
C 4.11536 4.11409 -0.45301
Cl 4.30417 5.80148 -0.50503
O -0.22856 -0.13711 1.02641
C -1.08561 -0.18243 0.09100
O -0.56914 -0.22829 -1.12293
C -2.48720 -0.21642 0.30111
C -3.41772 -0.32949 -0.83580
C -4.73044 -0.30993 -0.61378
C -5.22328 -0.18605 0.75947
C -4.31535 -0.11278 1.89889
C -3.00284 -0.13589 1.68175
N -6.63035 -0.14265 0.99767
O -7.36524 -0.22735 0.02411
O -7.00812 -0.07492 2.15708
H -3.01811 -0.43258 -1.83411
H -5.45504 -0.38965 -1.41078
H -4.73645 -0.04589 2.89042
H -2.29840 -0.09550 2.49976
F 1.14926 -2.25384 -0.41397
Sb 1.78764 -4.35193 -0.44643
F 1.08739 -4.21996 -2.15701
F 3.31841 -3.48640 -1.07792
F 2.34426 -6.10438 -0.47552
F 2.33987 -3.88627 1.26556
F 0.07003 -4.57793 0.20830
```

Entry two
C13H4Cl5F6NO5RhSb | the ωB97M-V functional and the def2-TZVPD basis

Calculated values
Spin multiplicity   6
Total charge   +1

```
36
C13H4Cl5F6NO5RhSb the ωB97M-V functional and the def2-TZVPD basis
Rh 0.40311 0.30980 0.14874
Cl -2.54533 -4.88082 4.25317
C -2.10240 -3.85343 3.00074
C -1.21815 -2.75519 3.28204
Cl -0.64738 -2.51047 4.86140
C -0.85336 -1.92463 2.26842
Cl 0.20273 -0.58124 2.55416
C -1.32635 -2.10316 0.92394
O -1.00903 -1.33863 -0.01784
C -2.21750 -3.22296 0.67356
Cl -2.75880 -3.42798 -0.90679
C -2.58871 -4.07192 1.69784
Cl -3.63053 -5.38236 1.38993
O -0.09952 2.30853 0.64175
C -0.93332 2.38811 -0.32124
O -1.08490 1.30860 -0.99384
C -1.65814 3.61157 -0.64025
C -2.54820 3.61426 -1.71465
C -3.22103 4.77828 -2.03419
C -2.97966 5.90262 -1.26505
C -2.10253 5.92405 -0.19612
C -1.43008 4.75821 0.11899
N -3.69980 7.15651 -1.60800
O -4.44663 7.11792 -2.55940
O -3.47113 8.12645 -0.92155
H -2.70168 2.71324 -2.29178
H -3.91614 4.83070 -2.85831
H -1.95787 6.83722 0.36092
H -0.72915 4.73125 0.94152
F 1.88610 -0.94709 -0.82246
Sb 3.31525 0.45039 -1.02068
F 2.46305 0.85998 0.71753
F 4.48426 -0.70832 -0.18004
F 4.39019 1.94729 -0.95532
F 3.68441 -0.10785 -2.74134
F 1.74208 1.40697 -1.58765
```

So which one is most stable? That would be entry two, about 299.1 kJ/mol below the next structure.

Entry one
CH10NO3 | the ωB97M-V functional and the def2-TZVPD basis

Calculated values
Spin multiplicity   1
Total charge   +1

```
15
CH10NO3 the ωB97M-V functional and the def2-TZVPD basis
C 1.62741 0.71462 0.33476
N 0.47089 0.65905 0.94059
H 1.84962 0.62515 -0.75164
H 2.58473 0.84188 0.93509
H 0.47905 0.50980 1.98736
H -0.10370 0.00423 0.27884
H -2.75049 0.84697 -4.37710
H -1.70258 1.67229 -3.41325
O -2.08665 0.78811 -3.67185
H -0.38564 -1.61225 -1.55575
H -1.56666 -1.03297 -2.04716
O -1.06663 -1.08535 -1.14420
H 0.37751 -1.51231 3.93078
H 1.37937 -0.70372 4.67493
O 0.89376 -0.71550 3.87861
```

Entry two
CH10NO3 | the ωB97M-V functional and the def2-TZVPD basis

Calculated values
Spin multiplicity   1
Total charge   +1

```
15
CH10NO3 the ωB97M-V functional and the def2-TZVPD basis
C 0.11743 1.02279 -0.84702
N -0.45684 0.68755 0.27219
H -0.37307 0.58265 -1.75216
H 1.16083 1.16890 -0.90919
H 0.13643 0.70871 1.13083
H -1.47078 0.38787 0.32429
H 3.96060 -0.98100 -3.00442
H 2.82654 -1.08861 -3.93379
O 2.99226 -1.12850 -3.01480
H -4.16383 0.43508 1.21965
H -3.33719 1.54671 2.04522
O -3.24044 0.66848 1.58230
H 0.82415 -2.08679 2.24613
H 0.47462 -0.71038 2.78116
O 0.54929 -1.21345 1.85959
```

So which one is most stable? That would be entry two, about 13.2 kJ/mol below the next structure.

Entry one
ArH22O11 | the ωB97M-V functional and the def2-TZVPD basis

Calculated values
Spin multiplicity   1
Total charge   0

```
34
ArH22O11 the ωB97M-V functional and the def2-TZVPD basis
Ar -0.32271 0.09442 -0.62626
O 0.83454 -0.76773 -4.06765
H 1.41438 -0.29276 -3.47232
H 0.04453 -0.93223 -3.55281
O 0.50424 -2.63758 2.34819
H 0.49388 -2.20485 3.20193
H -0.32575 -2.38744 1.94228
O 0.49670 2.23091 1.94831
H 0.77878 2.76581 2.69030
H 1.29633 1.80152 1.64427
O 1.01773 2.29811 -3.00430
H 0.87725 2.67736 -2.13675
H 1.75686 2.78867 -3.36386
O 2.81307 -1.68336 1.45919
H 3.45994 -1.86393 2.14124
H 1.97638 -1.93730 1.84870
O -1.93323 -2.08609 0.92434
H -1.47217 -2.42979 0.15914
H -2.67935 -2.67459 1.03928
O 2.93796 1.09706 1.21020
H 2.78798 0.16601 1.37416
H 3.48124 1.11753 0.42238
O -1.97816 -1.62273 -2.68188
H -2.28469 -2.52387 -2.78286
H -2.59711 -1.22595 -2.06894
O -3.90898 -0.64994 -1.18695
H -3.75105 -0.12526 -0.40209
H -4.83851 -0.87411 -1.14274
O 0.97097 3.85545 -0.47586
H 1.90903 3.86149 -0.28549
H 0.62243 3.14113 0.05752
O -1.71917 0.48728 2.53381
H -0.85436 0.83343 2.31352
H -1.80901 -0.29668 1.99200
```

Entry two
ArH22O11 | the ωB97M-V functional and the def2-TZVPD basis

Calculated values
Spin multiplicity   1
Total charge   0

```
34
ArH22O11 the ωB97M-V functional and the def2-TZVPD basis
Ar 5.11066 -12.97713 19.83623
O 6.94677 -15.19961 21.61248
H 5.99024 -15.21700 21.58124
H 7.17845 -14.30234 21.37277
O 8.46305 -13.58300 18.84072
H 8.35388 -13.09286 19.65564
H 8.02823 -13.04649 18.17791
O 4.22392 -15.43165 21.64859
H 4.03383 -15.62186 22.56725
H 3.45884 -15.75549 21.17319
O 5.77568 -11.17148 22.37996
H 5.45067 -10.58299 21.69857
H 5.07146 -11.80795 22.50328
O 7.37966 -12.04000 16.57978
H 7.67962 -11.24248 17.01592
H 6.42645 -11.95623 16.55547
O 5.21654 -9.46982 20.42800
H 4.35300 -9.63508 20.04955
H 5.75573 -9.19713 19.68561
O 4.67514 -11.58274 16.29280
H 4.15606 -12.03835 15.63007
H 4.22287 -10.74882 16.42036
O 0.73052 -12.48402 20.06105
H 0.51447 -11.62041 20.41279
H 1.52919 -12.34312 19.55263
O 3.61419 -12.96797 23.13559
H 3.19016 -13.47699 23.82648
H 3.80995 -13.60825 22.45153
O 8.12482 -12.26594 21.46983
H 8.86227 -12.23717 22.07939
H 7.38049 -11.94394 21.97827
O 7.47872 -16.23967 18.92271
H 7.81736 -15.35062 18.81708
H 7.17942 -16.27611 19.83118
```

So which one is most stable? That would be entry one, about 30.6 kJ/mol below the next structure.